1.
12
Properties=species:S:1:pos:R:3:forces:R:3 method="wB97M-V/def2-TZVPD" mol_weight_g_mol=86.09 orbital_gap_ev=10.209 e_homo_ev=-9.262 total_charge=0
C 0.44125 1.23530 0.53150 0.1 0.1 0.0
C 0.71572 0.09288 -0.40897 0.1 0.1 0.0
N 1.71476 -0.07014 -1.17516 -0.2 0.1 0.2
N -0.26390 -0.91257 -0.43651 -0.2 0.0 0.1
C -1.38951 -0.94136 0.28970 0.4 -0.2 -0.4
O -2.18431 -1.96443 0.12569 0.1 0.2 0.0
H 1.25978 1.95759 0.48932 -0.1 -0.1 0.0
H 0.33065 0.87134 1.55691 0.0 0.0 -0.1
H -0.49504 1.73429 0.26479 0.1 -0.1 0.0
H 2.36366 0.70876 -1.08208 -0.1 -0.1 0.0
H -0.09064 -1.69050 -1.07391 0.0 0.1 0.1
H -2.43853 -1.06196 0.90288 -0.2 0.0 0.1

=====

2.
12
Properties=species:S:1:pos:R:3:forces:R:3 method="wB97M-V/def2-TZVPD" mol_weight_g_mol=86.09 orbital_gap_ev=9.956 e_homo_ev=-9.007 total_charge=0
C 1.55876 -0.49334 -1.68083 0.2 -0.1 -0.3
C 0.99075 0.28332 0.41195 -0.6 -0.1 0.0
O 0.54603 -0.31434 -0.69564 0.1 0.2 0.3
N -0.07324 0.48104 1.22419 0.3 0.1 0.1
C -1.42269 0.18506 1.00140 -0.1 0.0 0.0
N -2.29338 0.60118 1.82271 0.2 -0.2 -0.3
H 1.09022 -1.01491 -2.51668 0.1 0.1 0.1
H 1.93180 0.48012 -2.00608 0.0 -0.1 0.0
H 2.38078 -1.08516 -1.27449 -0.1 0.1 -0.1
H 0.10826 0.97680 2.08643 0.0 -0.1 -0.1
H -1.59654 -0.40466 0.10130 -0.1 0.1 0.1
H -3.22076 0.30488 1.52574 0.1 0.0 0.1

=====

3.
12
Properties=species:S:1:pos:R:3:forces:R:3 method="wB97M-V/def2-TZVPD" mol_weight_g_mol=86.09 orbital_gap_ev=11.121 e_homo_ev=-10.158 total_charge=0
N 1.98961 -0.74736 0.73912 -0.2 -0.3 -0.5
C 1.67738 -1.24723 -0.33826 0.1 0.0 0.1
N 1.46086 -1.62853 -1.48169 0.1 0.2 0.5
H 1.20181 -0.59747 1.36301 0.0 -0.1 0.0
H 1.42015 -2.62723 -1.64382 0.0 0.1 0.0
C -0.74585 1.51722 0.19494 0.1 0.0 0.0
C -1.56654 0.25901 0.17613 0.1 -0.2 0.1
O -1.15151 -0.82915 0.50432 -0.2 0.5 -0.1
H 0.31534 1.28291 0.30648 -0.2 0.1 0.0
H -1.07130 2.13792 1.03961 0.0 -0.1 -0.1
H -0.90648 2.10077 -0.71698 0.0 -0.1 0.1
H -2.62347 0.37915 -0.14285 0.1 -0.1 0.0

=====

4.
12
Properties=species:S:1:pos:R:3:forces:R:3 method="wB97M-V/def2-TZVPD" mol_weight_g_mol=86.09 orbital_gap_ev=9.898 e_homo_ev=-8.933 total_charge=0
C -1.00318 0.10580 2.01267 0.5 0.6 0.5
C -1.42986 1.28676 1.47741 -1.0 0.8 -0.9
N -2.54621 0.94135 0.70906 0.7 0.6 0.7
C -2.77280 -0.39160 0.89137 1.7 0.2 -1.0
N -1.78141 -0.92240 1.57434 -1.4 -0.4 0.7
H -0.25595 -0.06224 2.78478 0.0 0.1 -0.5
H -1.25899 2.38667 1.49355 0.6 -1.3 0.4
H -2.80346 1.59083 -0.02085 -0.8 -0.5 0.1
H -3.55356 -0.92682 0.39101 -0.2 -0.1 -0.1
O 5.45043 -1.13381 -3.94968 1.2 -0.7 0.6
H 6.06567 -0.89310 -3.23914 -0.5 0.8 0.1
H 5.88934 -1.98144 -4.12453 -0.7 -0.1 -0.6